(1)
Molecular formula: C17H24N2O6S
Method: DFT, wB97M-V/def2-TZVPD

Geometry as XYZ:
```
50
Properties=species:S:1:pos:R:3:mulliken_charge:R:1
C 3.07 -1.47 -5.62 -0.9879
C 2.47 -0.28 -4.86 -0.5721
N 1.95 -0.61 -3.55 0.2006
C 2.81 -0.59 -2.38 -0.4648
C 3.86 -1.70 -2.31 -1.1855
S 0.69 -1.70 -3.48 1.3780
O -0.02 -1.61 -4.72 -0.7066
O 1.11 -3.00 -3.03 -0.6945
C -0.31 -0.95 -2.19 -0.3428
C -0.59 -1.66 -1.04 -0.5472
C -1.39 -1.08 -0.06 -0.3306
C -1.90 0.21 -0.26 0.5155
C -2.75 0.88 0.75 0.4813
O -3.15 2.01 0.65 -0.6602
O -2.99 0.09 1.81 -0.2924
C -3.82 0.59 2.85 -0.8799
C -3.09 0.48 4.19 1.0211
O -3.45 -0.33 5.03 -0.6739
N -2.05 1.31 4.40 -0.0069
C -1.49 2.28 3.49 -0.7203
C -0.11 1.78 3.03 -0.5002
O 0.74 1.57 4.13 -0.4122
C 0.19 0.64 5.04 -0.5135
C -1.18 1.10 5.55 -0.7703
C -1.61 0.90 -1.44 -1.1369
C -0.82 0.32 -2.41 -0.2325
H 2.33 -2.26 -5.67 0.3340
H 3.96 -1.85 -5.13 0.2314
H 3.33 -1.16 -6.63 0.3988
H 3.21 0.51 -4.74 0.4088
H 1.62 0.10 -5.43 0.2967
H 2.14 -0.67 -1.52 0.2188
H 3.29 0.39 -2.34 0.4099
H 4.31 -1.70 -1.32 0.4222
H 4.64 -1.55 -3.05 0.2893
H 3.38 -2.66 -2.48 0.3124
H -0.18 -2.65 -0.92 0.5422
H -1.62 -1.61 0.84 0.5322
H -4.14 1.61 2.63 0.4727
H -4.70 -0.06 2.91 0.3407
H -2.13 2.47 2.63 0.4271
H -1.35 3.22 4.04 0.3520
H 0.38 2.52 2.39 0.3489
H -0.24 0.84 2.46 0.3793
H 0.90 0.56 5.86 0.3453
H 0.08 -0.34 4.55 0.3082
H -1.64 0.34 6.19 0.4247
H -1.08 2.04 6.10 0.2945
H -2.02 1.89 -1.57 0.4880
H -0.58 0.82 -3.33 0.4567
```

HOMO-LUMO gap	8.93	eV
E_HOMO	-9.286	eV
max |F|	1.11	eV Å⁻¹


(2)
Molecular formula: C17H24N3O8SV
Method: DFT, wB97M-V/def2-TZVPD

Geometry as XYZ:
```
54
Properties=species:S:1:pos:R:3:lowdin_spin:R:1
V 0.13 0.09 0.23 1.9003
N 2.05 -0.90 0.43 0.0038
C 3.10 0.14 0.38 0.0030
C 2.67 1.34 -0.47 0.0079
O 3.51 2.09 -0.94 0.0141
N 1.34 1.45 -0.53 0.0009
C 0.69 2.56 -1.16 0.0016
C -0.81 2.26 -1.29 0.0042
O -1.57 2.99 -1.87 0.0038
O -1.19 1.13 -0.72 0.0131
H 2.18 -1.53 1.21 0.0022
H 2.08 -1.48 -0.41 0.0017
H 4.05 -0.24 0.00 -0.0003
H 3.27 0.50 1.39 0.0000
H 1.09 2.79 -2.15 -0.0007
H 0.78 3.48 -0.58 -0.0002
O -1.76 -4.47 -0.41 0.0002
C -1.08 -3.44 0.11 0.0009
O 0.12 -3.37 0.11 0.0036
C -1.97 -2.44 0.77 0.0033
C -3.28 -2.74 1.12 0.0013
C -3.99 -1.81 1.86 0.0036
C -3.38 -0.64 2.26 0.0011
C -2.06 -0.43 1.87 0.0065
N -1.39 -1.29 1.11 0.0074
C -1.27 0.77 2.41 0.0040
O -1.82 1.54 3.15 -0.0041
O -0.02 0.76 2.03 0.0083
H -1.11 -5.09 -0.77 0.0000
H -3.71 -3.69 0.83 0.0000
H -5.02 -2.02 2.14 0.0002
H -3.87 0.11 2.87 0.0000
C 1.48 -4.77 -3.24 0.0000
C 0.96 -3.84 -4.33 0.0000
C 0.97 -2.38 -3.91 0.0000
S -0.31 -2.05 -2.66 0.0008
O 0.27 -0.95 -1.81 0.0068
C -1.60 -1.33 -3.71 0.0002
C -1.51 0.18 -3.90 0.0003
C -0.26 0.68 -4.62 0.0000
H 1.37 -5.82 -3.53 0.0000
H 0.95 -4.62 -2.30 0.0000
H 2.54 -4.59 -3.05 0.0000
H -0.05 -4.13 -4.64 0.0000
H 1.57 -3.94 -5.23 0.0000
H 0.84 -1.70 -4.75 0.0000
H 1.90 -2.11 -3.40 0.0001
H -2.54 -1.58 -3.21 0.0000
H -1.56 -1.90 -4.64 0.0000
H -1.59 0.64 -2.92 0.0001
H -2.41 0.48 -4.44 0.0000
H 0.63 0.53 -4.01 0.0000
H -0.35 1.75 -4.81 0.0000
H -0.11 0.18 -5.58 0.0000
```

HOMO-LUMO gap (spin up / spin down)	7.06 / 7.56	eV
E_HOMO (spin up / spin down)	-7.954 / -8.482	eV
multiplicity	3
max |F|	1.11	eV Å⁻¹
<S²>	2.01


(3)
Molecular formula: C17H24N4O4S2
Method: DFT, wB97M-V/def2-TZVPD

Geometry as XYZ:
```
51
Properties=species:S:1:pos:R:3:mulliken_charge:R:1
C 3.29 0.50 -3.95 -1.0097
C 3.92 -0.80 -3.49 -0.3950
C 3.11 -1.48 -2.38 -1.0229
N 2.98 -0.71 -1.16 0.5520
C 4.19 -0.25 -0.51 -1.0690
C 4.05 -0.27 1.01 -0.2275
C 3.85 -1.68 1.55 -1.0997
S 1.70 0.36 -1.06 1.4573
O 2.16 1.71 -0.92 -0.7625
O 0.76 0.07 -2.11 -0.7736
C 0.86 -0.14 0.44 0.4414
C 0.48 0.80 1.38 -0.3847
C -0.37 0.44 2.40 -0.4308
C -0.87 -0.86 2.45 0.1265
C -1.99 -1.21 3.37 -0.2425
O -1.91 -1.58 4.51 -0.6010
N -3.23 -1.09 2.76 -0.0129
C -3.51 -0.62 1.50 0.3843
N -4.69 -0.58 0.96 -0.5857
N -4.53 -0.03 -0.26 -0.4091
C -3.27 0.24 -0.41 -0.0619
C -2.58 0.89 -1.52 -0.0122
S -1.96 2.53 -0.95 -0.1180
C -0.90 2.92 -2.36 -0.3862
O -2.56 -0.13 0.69 0.1915
C -0.43 -1.82 1.54 -0.5525
C 0.44 -1.45 0.53 -1.1450
H 3.21 1.21 -3.13 0.2349
H 2.28 0.32 -4.33 0.2433
H 3.88 0.95 -4.75 0.4396
H 4.94 -0.61 -3.14 0.2656
H 3.98 -1.50 -4.33 0.4319
H 3.57 -2.44 -2.12 0.4150
H 2.09 -1.66 -2.73 0.4587
H 5.00 -0.92 -0.81 0.5822
H 4.43 0.77 -0.83 0.2648
H 3.22 0.36 1.30 0.1603
H 4.96 0.15 1.44 0.4557
H 3.72 -1.66 2.63 0.3679
H 4.71 -2.31 1.32 0.3652
H 2.97 -2.14 1.10 0.1784
H 0.84 1.82 1.28 0.5304
H -0.71 1.17 3.13 0.4478
H -4.05 -1.35 3.30 0.3042
H -1.69 0.32 -1.82 -0.0226
H -3.26 1.03 -2.36 0.5174
H -0.40 3.85 -2.12 0.3327
H -1.51 3.03 -3.25 0.3327
H -0.16 2.12 -2.48 -0.1372
H -0.80 -2.83 1.61 0.4662
H 0.75 -2.15 -0.23 0.5143
```

HOMO-LUMO gap	8.96	eV
E_HOMO	-8.686	eV
max |F|	1.71	eV Å⁻¹


(4)
Molecular formula: C17H24O14PS
Method: DFT, wB97M-V/def2-TZVPD

Geometry as XYZ:
```
57
Properties=species:S:1:pos:R:3:mulliken_charge:R:1
C -1.73 -5.63 1.18 -0.8038
C -1.37 -4.30 0.54 -0.0252
C -2.62 -3.34 0.06 -0.4692
C -2.13 -1.80 -0.37 0.0356
C -3.18 -1.25 -1.51 -0.9351
C -4.77 -1.43 -1.13 0.6072
O -5.47 -0.30 -0.84 -0.6048
O -5.54 -2.69 -1.13 -0.2570
C -6.86 -2.53 -0.50 0.5781
C -7.15 -2.28 1.10 -0.6970
O -7.97 -2.63 -1.29 -0.5730
P -2.15 -0.69 1.22 0.5197
O -0.59 0.16 1.21 -0.2912
O -3.37 0.55 1.19 -0.5225
S -2.37 -1.70 2.87 -0.5193
H -1.06 -6.60 1.08 0.2176
H -2.77 -5.63 1.76 0.1847
H -0.23 -4.07 0.41 0.2059
H -3.02 -3.81 -0.96 0.2739
H -3.54 -3.33 0.78 0.2211
H -2.96 -1.88 -2.49 0.3644
H -2.90 -0.14 -1.74 0.3010
H -7.62 -3.22 1.62 0.2860
H -6.23 -1.88 1.70 0.2409
H -7.98 -1.43 1.18 0.2452
H -0.63 0.83 1.96 0.2740
H -3.39 1.04 0.31 0.3114
C 3.19 -0.54 -1.09 0.1106
C 2.19 0.11 -2.00 -0.1501
O 1.33 -0.96 -2.34 -0.3464
C 1.44 -1.89 -1.35 0.4850
O 0.71 -2.87 -1.24 -0.5273
O 2.46 -1.60 -0.50 -0.3235
H 3.57 0.15 -0.33 0.0559
H 4.04 -0.96 -1.64 0.2189
H 1.61 0.88 -1.49 0.2205
H 2.65 0.54 -2.89 0.2533
C 6.16 2.98 -2.38 -0.3355
C 7.19 2.50 -1.41 -0.3347
O 6.46 2.34 -0.21 -0.3063
C 5.15 2.17 -0.56 0.6467
O 4.27 1.85 0.22 -0.5969
O 4.96 2.42 -1.88 -0.2504
H 6.35 2.65 -3.40 0.2922
H 6.06 4.07 -2.37 0.2628
H 7.60 1.52 -1.70 0.2840
H 8.01 3.21 -1.28 0.2887
C 1.55 5.06 2.46 -0.3810
C 2.05 4.10 1.42 -0.1264
O 1.59 2.85 1.89 -0.1361
C 0.52 3.10 2.69 0.5114
O -0.23 2.24 3.13 -0.6603
O 0.38 4.43 2.95 -0.3176
H 1.32 6.04 2.04 0.3159
H 2.26 5.18 3.28 0.2722
H 1.61 4.29 0.43 0.2465
H 3.14 4.11 1.33 0.1595
```

HOMO-LUMO gap	4.37	eV
E_HOMO	-3.010	eV
net charge	-1
max |F|	9.00	eV Å⁻¹


(5)
Molecular formula: C17H24O3P
Method: DFT, wB97M-V/def2-TZVPD

Geometry as XYZ:
```
45
Properties=species:S:1:pos:R:3:mulliken_charge:R:1
C -1.25 1.99 1.72 -0.5659
C -2.44 1.33 0.88 -0.3395
O -2.07 1.18 -0.50 -0.6087
P -0.32 1.01 -0.38 0.4987
C -0.22 -0.45 -1.59 -1.1430
C 0.31 -1.76 -0.89 0.6946
C 1.32 -1.54 0.26 -0.7458
O 1.68 -2.09 -1.10 -0.5629
O -0.29 2.38 0.74 -0.3554
H -1.55 2.98 2.12 0.2651
H -0.86 1.45 2.60 0.1504
H -2.81 0.34 1.21 0.2996
H -3.26 2.06 1.02 0.2613
H -0.20 1.96 -1.47 -0.1940
H 1.13 1.07 -0.24 -0.0423
H -0.56 0.23 0.81 -0.0820
H -1.23 -0.75 -1.90 0.3685
H 0.46 -0.29 -2.44 0.3177
H -0.40 -2.59 -0.76 0.2278
H 1.33 -2.29 1.05 0.2617
H 2.07 -0.77 0.15 0.3240
C -2.20 -6.24 1.92 -0.3446
C -0.93 -6.22 2.48 -0.3696
C 0.18 -5.95 1.68 -0.3614
C 0.00 -5.69 0.32 -0.3327
C -1.27 -5.71 -0.23 -0.3341
C -2.37 -5.99 0.57 -0.4057
H -3.06 -6.46 2.55 0.3466
H -0.79 -6.42 3.53 0.3467
H 1.17 -5.94 2.11 0.3653
H 0.86 -5.47 -0.30 0.3595
H -1.41 -5.51 -1.28 0.3772
H -3.36 -6.01 0.14 0.3490
C 0.59 5.91 -1.61 -0.5213
C 0.75 4.86 -0.72 -0.1939
C 2.02 4.46 -0.35 -0.3227
C 3.13 5.11 -0.85 -0.4107
C 2.98 6.17 -1.74 -0.3491
C 1.70 6.57 -2.12 -0.2880
H -0.40 6.23 -1.91 0.3520
H -0.12 4.35 -0.33 0.3625
H 2.13 3.63 0.34 0.3252
H 4.13 4.80 -0.55 0.3445
H 3.85 6.68 -2.13 0.3361
H 1.58 7.39 -2.82 0.3393
```

HOMO-LUMO gap	7.09	eV
E_HOMO	-4.264	eV
net charge	-1
max |F|	3.62	eV Å⁻¹